[1]
Density functional theory data (ωB97M-V/def2-TZVPD) for a molecular structure, C33H35N8O7PW.

Geometry as ORCA input:
```
! RIJCOSX wB97M-V def2-TZVPD def2/J DEFGRID3
* xyz 2 3
W -0.38 -0.11 0.26
C 0.35 1.17 4.36
C 0.39 0.01 5.12
C 0.11 -1.20 4.53
C -0.19 -1.25 3.16
N -0.18 -0.12 2.41
C 0.06 1.06 3.02
N -0.55 -2.48 2.67
C -0.72 -2.83 1.46
N -0.43 -2.11 0.26
C -1.05 -2.81 -0.81
N -1.20 -2.46 -2.03
C -0.88 -1.25 -2.61
C -0.87 -1.23 -4.01
C -0.65 -0.04 -4.68
C -0.46 1.13 -3.94
C -0.48 1.05 -2.57
N -0.66 -0.12 -1.90
C -1.57 -4.07 -0.29
C -2.21 -5.11 -0.94
C -2.63 -6.18 -0.16
C -2.41 -6.20 1.22
C -1.78 -5.15 1.87
C -1.35 -4.09 1.08
H 0.53 2.15 4.79
H 0.62 0.05 6.18
H 0.09 -2.12 5.08
H -0.01 1.94 2.39
H -1.06 -2.15 -4.53
H -0.64 -0.02 -5.76
H -0.31 2.08 -4.42
H -0.33 1.93 -1.96
H -2.38 -5.09 -2.01
H -3.13 -7.02 -0.63
H -2.76 -7.05 1.79
H -1.61 -5.15 2.94
O -7.21 3.18 -0.80
N -6.26 3.93 -0.81
O -6.27 5.12 -1.03
C -4.94 3.32 -0.53
C -3.81 4.12 -0.52
C -2.58 3.56 -0.27
C -2.43 2.18 0.01
O -1.27 1.64 0.30
C -3.62 1.42 -0.02
C -4.87 1.97 -0.29
N -3.62 0.00 0.27
O -2.54 -0.60 0.54
O -4.65 -0.60 0.28
N -1.43 4.47 -0.32
O -0.31 3.98 -0.37
O -1.66 5.65 -0.33
H -3.89 5.18 -0.71
H -5.76 1.37 -0.30
C 4.69 0.32 1.10
C 3.41 -0.52 0.91
C 2.89 -1.03 2.25
P 2.16 0.29 -0.18
C 2.64 -0.33 -1.86
C 4.09 -0.05 -2.25
C 2.39 -1.84 -1.97
C 2.16 2.15 -0.12
C 2.86 2.88 -1.27
C 2.62 2.71 1.23
H 5.52 -0.36 1.31
H 4.59 0.99 1.95
H 4.96 0.91 0.22
H 3.67 -1.39 0.31
H 2.53 -0.22 2.88
H 3.71 -1.51 2.78
H 2.11 -1.77 2.12
H 1.98 0.19 -2.56
H 4.78 -0.59 -1.60
H 4.36 1.00 -2.24
H 4.25 -0.43 -3.26
H 3.19 -2.40 -1.47
H 2.40 -2.13 -3.02
H 1.45 -2.17 -1.53
H 1.10 2.38 -0.22
H 3.94 2.81 -1.19
H 2.59 3.93 -1.21
H 2.56 2.51 -2.25
H 3.70 2.87 1.24
H 2.37 2.08 2.08
H 2.15 3.69 1.38
*
```

Values from the calculation:
HOMO (alpha / beta) (eV): -14.11 / -14.17
Total energy (eV): -72137.26708
Gap between HOMO and LUMO (alpha / beta) (eV): 6.820 / 6.661
⟨S²⟩: 2.0215
Energy relative to the best compared isomer or geometry (same formula, charge and spin) (eV): 0.091

***

[2]
Density functional theory data (ωB97M-V/def2-TZVPD) for a molecular structure, C4H9LiO3.

Geometry as ORCA input:
```
! RIJCOSX wB97M-V def2-TZVPD def2/J DEFGRID3
* xyz 0 1
H -1.25 -1.02 0.97
C 1.14 2.03 -0.58
O 0.35 0.90 -0.27
C 0.22 0.60 1.11
C -1.15 0.05 1.44
H 1.09 2.17 -1.67
H 0.75 2.92 -0.07
H 2.19 1.87 -0.28
H 0.45 1.50 1.70
H 0.97 -0.28 1.26
H -1.96 0.61 0.95
H -1.28 0.01 2.52
O 0.68 -2.26 -0.88
C -0.44 -2.73 -1.28
O -1.13 -2.07 -2.11
Li -0.07 -0.48 -1.52
H -0.55 -3.83 -1.29
*
```

Values from the calculation:
HOMO (eV): -9.17
Total energy (eV): -10642.32516
Gap between HOMO and LUMO (eV): 9.400

***

[3]
Density functional theory data (ωB97M-V/def2-TZVPD) for 6 unconnected molecules or ions with the total composition C39H38N3O22.

Geometry as ORCA input:
```
! RIJCOSX wB97M-V def2-TZVPD def2/J DEFGRID3
* xyz 1 1
C 5.55 -1.88 2.67
C 5.66 -1.64 1.08
C 4.37 -2.28 0.37
O 4.37 -2.37 -0.86
O 3.35 -2.72 1.23
C 2.20 -3.21 0.51
C 1.18 -2.01 0.21
C -0.35 -2.47 0.34
C -0.79 -2.77 1.85
C -2.34 -2.48 2.12
N -2.75 -1.08 1.68
C -1.62 -0.57 0.88
N -1.04 0.57 1.26
N -1.21 -1.38 -0.26
H 6.56 -1.72 3.16
H 4.73 -1.18 3.03
H 5.24 -2.95 2.90
H 5.76 -0.54 0.82
H 6.61 -2.16 0.74
H 2.44 -3.85 -0.39
H 1.65 -3.90 1.24
H 1.44 -1.12 0.87
H 1.33 -1.72 -0.89
H -0.44 -3.46 -0.22
H -0.17 -2.22 2.63
H -0.62 -3.89 2.01
H -2.51 -2.53 3.23
H -3.01 -3.21 1.57
H -3.52 -1.18 0.99
H -0.87 1.40 0.69
H -0.79 0.63 2.26
H -0.64 -0.79 -0.93
C -1.50 5.39 1.58
C -1.98 6.62 1.37
C -3.39 6.84 0.94
O -3.80 7.97 0.78
C -4.23 5.66 0.72
C -3.75 4.43 0.92
C -2.35 4.22 1.38
O -1.94 3.07 1.57
O -4.51 3.33 0.72
O -1.21 7.72 1.55
H -0.48 5.22 1.90
H -5.25 5.83 0.39
H -3.93 2.57 0.93
H -1.79 8.48 1.34
C -9.32 -0.27 -0.68
C -8.16 -0.81 -0.32
C -7.18 -0.05 0.52
O -6.13 -0.59 0.85
C -7.52 1.31 0.91
C -8.69 1.85 0.54
C -9.68 1.09 -0.27
O -10.74 1.61 -0.57
O -9.02 3.12 0.90
O -7.81 -2.07 -0.69
H -10.04 -0.81 -1.29
H -6.80 1.85 1.50
H -9.91 3.27 0.51
H -6.93 -2.22 -0.31
C 4.61 1.76 2.73
C 3.34 2.17 2.78
C 2.98 3.54 3.26
O 1.81 3.88 3.26
C 4.07 4.41 3.71
C 5.34 4.00 3.67
C 5.70 2.64 3.16
O 6.86 2.31 3.13
O 6.35 4.80 4.09
O 2.32 1.36 2.39
H 4.88 0.77 2.39
H 3.79 5.39 4.07
H 7.16 4.27 3.96
H 1.51 1.90 2.51
C 8.08 -6.53 -3.76
C 7.60 -5.51 -4.46
C 6.54 -4.61 -3.91
O 6.14 -3.67 -4.57
C 6.03 -4.90 -2.57
C 6.51 -5.93 -1.86
C 7.58 -6.81 -2.41
O 8.01 -7.73 -1.73
O 6.04 -6.22 -0.62
O 8.04 -5.24 -5.72
H 8.84 -7.19 -4.15
H 5.25 -4.25 -2.18
H 6.55 -7.00 -0.33
H 7.54 -4.45 -6.01
C -4.33 0.63 -3.68
C -3.39 -0.05 -3.02
C -1.94 0.21 -3.24
O -1.11 -0.42 -2.59
C -1.56 1.22 -4.23
C -2.50 1.90 -4.89
C -3.95 1.66 -4.66
O -4.78 2.31 -5.27
O -2.17 2.83 -5.81
O -3.72 -1.01 -2.11
H -5.38 0.45 -3.53
H -0.51 1.39 -4.39
H -3.02 3.18 -6.15
H -2.86 -1.35 -1.77
*
```

Values from the calculation:
HOMO (eV): -11.01
Total energy (eV): -90563.14188
Gap between HOMO and LUMO (eV): 6.494